Entry 1:
{"formula": "C4H10O2", "method": "ωB97M-V/def2-TZVPD", "charge": 0, "largest_force_ha_per_bohr": 0.007, "lumo_energy_ev": 0.78, "e_above_lowest_kj_mol": 467.7, "e_homo_ev": -7.4, "species": ["C", "O", "C", "C", "C", "O", "H", "H", "H", "H", "H", "H", "H", "H", "H", "H"], "coordinates": [[2.1884, -0.9874, -0.3041], [1.2302, -0.2339, 0.3948], [0.5571, 0.7358, -0.4478], [-0.4928, 1.4918, 0.2914], [-2.3961, -0.1363, 0.2363], [-1.2577, 0.2491, 1.0208], [1.7331, -1.5789, -1.1149], [2.9539, -0.3337, -0.7491], [2.6728, -1.6642, 0.4048], [0.1581, 0.1749, -1.3145], [1.2833, 1.4648, -0.8379], [-0.0344, 1.9087, 1.1990], [-2.8668, -1.0054, 0.7022], [-2.0951, -0.3517, -0.7923], [-3.0545, 0.7294, 0.2445], [-0.5796, -0.4630, 1.0668]], "atomic_forces_ev_per_a": [[0.2, -0.2, -0.1], [-0.1, 0.0, 0.1], [-0.1, 0.2, -0.3], [0.3, -0.1, 0.1], [-0.2, -0.1, -0.1], [0.1, 0.0, 0.0], [0.0, 0.1, 0.1], [-0.1, -0.1, 0.1], [-0.1, 0.1, -0.1], [0.1, 0.1, 0.1], [-0.1, -0.1, 0.1], [0.0, 0.0, -0.1], [0.1, 0.1, 0.0], [0.0, 0.0, 0.2], [0.0, -0.2, 0.0], [-0.1, 0.2, 0.0]]}

=====

Entry 2:
{"formula": "C4H10O2", "method": "ωB97M-V/def2-TZVPD", "charge": 0, "largest_force_ha_per_bohr": 0.043, "lumo_energy_ev": 0.40, "e_above_lowest_kj_mol": 380.8, "e_homo_ev": -7.6, "species": ["C", "C", "C", "C", "H", "H", "H", "H", "H", "H", "O", "H", "H", "O", "H", "H"], "coordinates": [[-1.0676, -1.4417, -0.0075], [-0.8180, -0.1350, -0.2594], [-1.9822, 0.7147, -0.1425], [-1.9179, 2.0529, 0.1148], [-2.0342, -1.8233, -0.3399], [-0.3739, -2.0591, 0.5629], [0.1618, 0.2756, -0.0253], [-2.9706, 0.2739, -0.1311], [-2.2334, 2.7176, 0.9295], [-1.3098, 2.7208, -0.5179], [2.0916, -1.4123, -1.2348], [2.1358, -0.5365, -1.6180], [2.4499, -1.2749, -0.3647], [2.1731, 0.4553, 1.2577], [2.9972, 0.0183, 1.4619], [1.7204, 0.5081, 2.0953]], "atomic_forces_ev_per_a": [[0.3, 0.7, -0.5], [-0.2, -1.2, 0.5], [-1.0, 2.0, -0.2], [1.2, 1.2, -0.7], [0.1, -0.2, 0.7], [0.0, -0.2, -0.8], [-0.2, 0.1, -0.2], [0.1, -0.7, 1.1], [-1.8, -0.9, -0.5], [1.3, -0.9, 0.7], [0.0, -0.3, -0.5], [-0.1, 0.2, -0.2], [0.0, 0.0, 0.6], [0.0, 0.0, -0.4], [0.4, -0.1, 0.1], [-0.3, 0.1, 0.4]]}

=====

Entry 3:
{"formula": "C4H10O2P", "method": "ωB97M-V/def2-TZVPD", "charge": -1, "largest_force_ha_per_bohr": 0.111, "lumo_energy_ev": [3.65, 2.52], "e_above_lowest_kj_mol": 273.4, "e_homo_ev": [-4.8, -1.8], "species": ["C", "C", "C", "C", "O", "O", "P", "H", "H", "H", "H", "H", "H", "H", "H", "H", "H"], "coordinates": [[-1.0262, 3.8278, -0.0203], [1.4789, -0.2214, -0.3894], [0.4331, -2.0998, 0.8317], [0.2520, -0.7122, 0.2654], [-0.9967, -1.5776, -2.2575], [-2.3860, -1.4851, -0.1538], [-1.2690, -0.9205, -0.9350], [-0.8350, 2.7419, -0.1700], [-0.8631, 4.3343, 0.8092], [2.3319, -0.5391, 0.2249], [1.9028, -0.6178, -1.4598], [1.6094, 0.8765, -0.3440], [0.9453, -2.0218, 1.7404], [1.0427, -2.7839, 0.2457], [-0.4754, -2.7508, 1.0329], [-0.1198, -0.0902, 1.0011], [-2.0248, 4.0398, -0.4216]], "atomic_forces_ev_per_a": [[-2.4, -3.4, -3.9], [3.4, 0.4, -1.6], [-1.0, -2.0, -0.2], [-1.4, -2.9, -3.0], [1.0, 0.0, -0.1], [-1.1, -0.4, 1.6], [0.3, 1.2, -1.1], [0.5, 1.0, 0.3], [1.5, 2.1, 3.8], [0.1, -0.1, 0.3], [-2.0, 0.8, 2.2], [-0.5, -0.3, -0.5], [0.9, 0.1, 1.8], [0.2, 0.3, -0.6], [0.6, 1.4, -0.3], [-0.6, 1.5, 1.5], [0.5, 0.3, -0.3]]}